Formula: C6H14N2O2
Source: the OMol25 dataset
Level of theory: the ωB97M-V functional and the def2-TZVPD basis

Summary:
HOMO in hartree: -0.2743
Electronic energy in Eh: -496.901542
Gap between HOMO and LUMO in hartree: 0.2995
Energy relative to the best compared isomer or geometry (same formula, charge and spin) in eV: 4.245
LUMO level in eV: 0.685

The geometry in ORCA input format:
```
! RIJCOSX wB97M-V def2-TZVPD def2/J DEFGRID3
* xyz 0 1
C -0.166 -0.823 1.438
C -2.189 1.150 0.344
C -0.684 1.115 0.286
N 1.121 -0.438 1.972
O 0.034 1.899 0.880
H 1.162 0.565 2.121
H 1.328 -0.893 2.854
H -0.222 -1.912 1.410
H -1.048 -0.522 2.016
H -2.533 1.946 -0.325
H -2.627 0.209 0.021
H -2.484 1.412 1.357
C 1.025 1.214 -1.581
C 1.206 -1.721 -0.768
N -0.178 0.542 -1.051
C -0.158 -1.093 -0.647
O -1.187 -1.613 -1.044
H -0.897 0.506 -1.776
H 0.777 2.257 -1.767
H 1.338 0.715 -2.495
H 1.814 1.166 -0.837
H 1.514 -1.727 -1.816
H 1.114 -2.754 -0.438
H 1.939 -1.203 -0.153
*
```



Formula: C22H31BrN2O11P
Source: the OMol25 dataset
Level of theory: the ωB97M-V functional and the def2-TZVPD basis

Summary:
HOMO in hartree: -0.4358
Electronic energy in Eh: -4708.885621
Gap between HOMO and LUMO in hartree: 0.3037
LUMO level in eV: -3.595

The geometry in ORCA input format:
```
! RIJCOSX wB97M-V def2-TZVPD def2/J DEFGRID3
* xyz 1 1
O 2.330 0.188 -1.272
C 1.423 -0.247 -0.724
Br 1.410 -2.134 -0.214
C 0.221 0.599 -0.331
P -0.483 1.579 -1.705
C -0.639 0.668 -3.316
O -0.950 -0.678 -3.164
C 0.089 -1.585 -3.550
O -0.269 -2.316 -4.668
C -0.883 -3.562 -4.286
C -1.332 -4.330 -5.521
O -2.577 -3.872 -6.014
C -2.215 2.077 -1.193
O -2.123 3.237 -0.433
C -1.822 2.969 0.943
O -2.746 3.679 1.684
C -2.397 3.694 3.059
C -2.516 2.298 3.739
O -3.055 2.390 5.033
H -0.524 -0.014 0.175
H 0.586 1.326 0.406
H 0.238 2.779 -1.815
H 0.255 0.872 -3.914
H -1.472 1.140 -3.849
H 1.056 -1.105 -3.723
H 0.221 -2.285 -2.724
H -0.176 -4.208 -3.756
H -1.734 -3.311 -3.644
H -1.409 -5.378 -5.237
H -0.564 -4.174 -6.284
H -2.769 -3.009 -5.633
H -2.726 2.320 -2.129
H -2.750 1.255 -0.709
H -0.783 3.322 1.104
H -1.899 1.889 1.144
H -1.405 4.128 3.237
H -3.118 4.333 3.566
H -1.496 1.893 3.784
H -3.127 1.688 3.074
H -2.346 2.719 5.598
C 2.669 8.155 1.071
C 2.711 7.727 2.392
C 2.280 6.454 2.722
C 1.814 5.620 1.718
C 1.760 6.037 0.397
C 2.190 7.313 0.076
N 1.381 4.268 2.065
O 1.414 3.932 3.225
O 0.995 3.526 1.155
H 3.011 9.150 0.816
H 3.083 8.386 3.164
H 2.315 6.124 3.751
H 1.390 5.384 -0.380
H 2.156 7.651 -0.950
C 2.344 -5.801 1.931
C 1.330 -5.599 1.004
C 0.419 -6.608 0.738
C 0.532 -7.811 1.410
C 1.540 -8.031 2.331
C 2.451 -7.018 2.590
N -0.450 -8.875 1.146
O -1.311 -8.650 0.314
O -0.342 -9.908 1.775
H 3.052 -5.009 2.140
H 1.246 -4.652 0.488
H -0.369 -6.447 0.016
H 1.624 -8.976 2.848
H 3.243 -7.176 3.310
*
```



Formula: C34H41N3O4S
Source: the OMol25 dataset
Level of theory: the ωB97M-V functional and the def2-TZVPD basis

Summary:
HOMO in hartree: -0.2193
Electronic energy in Eh: -2183.471413
Gap between HOMO and LUMO in hartree: 0.1370
LUMO level in eV: -2.240

The geometry in ORCA input format:
```
! RIJCOSX wB97M-V def2-TZVPD def2/J DEFGRID3
* xyz 0 1
C -2.790 -3.284 -4.723
N -2.589 -2.227 -3.763
C -3.593 -1.373 -3.409
O -4.727 -1.371 -3.881
C -3.032 -0.427 -2.352
C -3.657 -0.614 -0.969
C -5.137 -0.298 -0.923
C -5.562 1.028 -0.776
C -6.928 1.327 -0.823
C -7.867 0.308 -1.012
C -7.440 -1.021 -1.107
C -6.080 -1.327 -1.041
N -1.603 -0.764 -2.366
C -0.743 -0.085 -1.583
C 0.610 -0.379 -1.486
C 1.533 0.254 -0.653
C 2.953 -0.004 -0.705
C 3.871 0.742 0.086
C 5.231 0.474 0.067
C 5.750 -0.562 -0.751
N 7.116 -0.863 -0.754
C 7.659 -1.946 0.040
C 8.003 -0.409 -1.807
C 4.860 -1.288 -1.567
C 3.503 -1.015 -1.551
C -1.275 -1.918 -3.211
C -0.765 -3.125 -2.407
C -0.305 -1.569 -4.350
H -3.855 -3.355 -4.956
H -2.231 -3.082 -5.647
H -2.443 -4.237 -4.307
H -3.190 0.617 -2.693
H -3.480 -1.657 -0.655
H -3.121 0.048 -0.276
H -4.812 1.816 -0.640
H -7.250 2.365 -0.722
H -8.930 0.546 -1.068
H -8.162 -1.827 -1.248
H -5.727 -2.361 -1.105
H -1.166 0.736 -0.993
H 0.964 -1.190 -2.120
H 1.177 0.967 0.091
H 3.483 1.544 0.719
H 5.933 1.044 0.672
H 6.906 -2.313 0.745
H 7.988 -2.776 -0.602
H 8.530 -1.584 0.599
H 7.503 0.336 -2.434
H 8.896 0.041 -1.358
H 8.330 -1.250 -2.436
H 5.261 -2.073 -2.209
H 2.848 -1.600 -2.194
H -1.526 -3.426 -1.672
H -0.574 -3.959 -3.096
H 0.160 -2.892 -1.875
H -0.758 -0.802 -4.992
H 0.645 -1.187 -3.973
H -0.106 -2.469 -4.946
C -4.055 0.188 3.114
C -2.587 0.085 2.745
O -1.950 1.378 2.839
C -0.617 1.387 2.512
C -0.124 2.748 2.566
S 1.499 3.145 2.624
C 1.938 3.346 4.373
C 2.510 2.261 5.051
C 2.942 2.422 6.372
C 2.770 3.654 7.013
C 2.166 4.724 6.349
C 1.745 4.571 5.021
O 1.741 4.495 2.059
O 0.014 0.370 2.228
H -4.606 -0.621 2.621
H -4.184 0.056 4.194
H -4.514 1.139 2.828
H -2.079 -0.610 3.424
H -2.475 -0.288 1.717
H -0.860 3.522 2.739
H 2.622 1.309 4.526
H 3.412 1.578 6.881
H 3.107 3.776 8.042
H 2.021 5.687 6.851
H 1.274 5.395 4.483
*
```



Formula: C4H8N2P2
Source: the OMol25 dataset
Level of theory: the ωB97M-V functional and the def2-TZVPD basis

Summary:
HOMO in hartree: -0.3032
Electronic energy in Eh: -949.308138
Gap between HOMO and LUMO in hartree: 0.3189
Energy relative to the best compared isomer or geometry (same formula, charge and spin) in eV: 0.000
LUMO level in eV: 0.426

The geometry in ORCA input format:
```
! RIJCOSX wB97M-V def2-TZVPD def2/J DEFGRID3
* xyz 0 1
P -2.478 -0.532 -0.593
C -1.045 0.503 -0.162
N -0.557 1.369 -0.982
C 0.728 1.710 -0.768
C 1.549 0.866 -0.141
N 1.017 -0.247 0.553
P 0.867 -1.631 -0.450
C -0.223 0.173 1.108
H -3.167 0.672 -1.280
H -2.869 -0.313 0.683
H 1.044 2.625 -1.125
H 2.650 1.064 0.066
H 0.623 -2.562 0.643
H 2.228 -1.500 -0.756
H -0.042 1.092 1.644
H -0.721 -0.483 1.787
*
```



Formula: C20H30F4N6O9P2Ti
Source: the OMol25 dataset
Level of theory: the ωB97M-V functional and the def2-TZVPD basis

Summary:
HOMO in hartree: -0.2832
Electronic energy in Eh: -3717.772070
Gap between HOMO and LUMO in hartree: 0.2608
LUMO level in eV: -0.612

The geometry in ORCA input format:
```
! RIJCOSX wB97M-V def2-TZVPD def2/J DEFGRID3
* xyz 0 1
Ti 0.324 -0.496 -0.188
C -0.857 4.671 2.593
C -0.102 3.334 2.621
N -0.919 2.134 2.576
C -1.716 1.918 3.770
C -2.238 0.494 3.916
C -1.659 1.880 1.368
C -0.981 2.284 0.072
N 0.237 1.569 -0.339
C 0.922 2.155 -1.371
C 2.006 1.441 -1.896
F 2.223 0.222 -1.325
C 2.831 1.860 -2.906
F 3.826 1.056 -3.308
C 2.631 3.087 -3.506
C 1.568 3.825 -3.030
F 1.309 5.020 -3.578
C 0.731 3.398 -2.010
F -0.272 4.242 -1.690
H -0.276 5.463 3.067
H -1.084 4.998 1.576
H -1.803 4.599 3.133
H 0.610 3.286 1.793
H 0.502 3.258 3.527
H -1.085 2.154 4.628
H -2.582 2.607 3.809
H -2.994 0.253 3.164
H -1.426 -0.226 3.838
H -2.712 0.377 4.892
H -1.921 0.819 1.349
H -2.629 2.422 1.355
H -1.743 2.207 -0.716
H -0.753 3.344 0.149
H 3.264 3.448 -4.301
C 2.038 -4.238 -3.633
C 1.138 -3.576 -2.638
N 0.885 -3.999 -1.461
O 1.557 -5.137 -1.094
C 0.482 -2.273 -2.948
C 0.304 -1.778 -4.343
N 0.116 -1.626 -1.917
O -0.422 -0.382 -1.982
H 2.808 -4.806 -3.115
H 2.511 -3.510 -4.291
H 1.474 -4.936 -4.256
H 1.391 -5.148 -0.132
H 1.273 -1.480 -4.749
H -0.356 -0.915 -4.363
H -0.090 -2.567 -4.985
O 3.966 -2.329 1.186
P 2.388 -2.508 1.340
O 1.966 -3.912 1.459
O 1.840 -1.658 0.190
O 2.051 -1.666 2.665
P 1.391 -0.183 2.700
O 2.471 0.721 1.944
O 1.090 0.239 4.058
O 0.200 -0.330 1.707
H 4.458 -3.083 1.532
H 3.325 0.305 1.780
C -3.357 -0.387 -0.866
C -2.740 -1.490 -0.083
N -1.476 -1.640 0.266
C -1.391 -2.772 1.055
C -2.625 -3.312 1.178
N -3.465 -2.490 0.458
H -3.874 0.304 -0.196
H -4.081 -0.782 -1.579
H -2.596 0.154 -1.418
H -0.453 -3.130 1.444
H -2.973 -4.189 1.693
H -4.460 -2.590 0.361
*
```



Formula: C20H42O5P4Pt
Source: the OMol25 dataset
Level of theory: the ωB97M-V functional and the def2-TZVPD basis

Summary:
HOMO (spin up / spin down) in hartree: -0.6711 / -0.6820
Electronic energy in Eh: -2646.445459
Expectation value of S²: 6.018
Gap between HOMO and LUMO (spin up / spin down) in hartree: 0.2492 / 0.1465
LUMO level (spin up / spin down) in eV: -11.481 / -14.570

The geometry in ORCA input format:
```
! RIJCOSX wB97M-V def2-TZVPD def2/J DEFGRID3
* xyz 4 5
P 3.471 -0.117 0.092
C 4.179 -0.381 1.715
H 5.146 -0.895 1.597
H 3.507 -0.987 2.342
H 4.342 0.583 2.216
C 3.240 -1.688 -0.735
H 2.857 -1.541 -1.756
H 2.540 -2.322 -0.171
H 4.219 -2.195 -0.780
C 4.440 0.996 -0.907
H 5.426 0.538 -1.088
H 4.588 1.947 -0.375
H 3.937 1.193 -1.867
P -1.009 3.612 -1.175
C -0.724 3.621 0.619
H -1.157 4.521 1.082
H 0.353 3.603 0.849
H -1.176 2.730 1.076
C -0.141 5.058 -1.874
H -0.201 4.978 -2.966
H 0.914 4.995 -1.584
H -0.579 6.005 -1.538
C -2.802 3.855 -1.415
H -3.123 4.862 -1.127
H -3.331 3.090 -0.835
H -3.020 3.686 -2.476
P -3.079 -1.997 0.030
C -3.792 -2.563 1.568
H -4.274 -3.533 1.368
H -4.553 -1.847 1.915
H -3.020 -2.682 2.346
C -4.280 -1.994 -1.290
H -4.880 -2.916 -1.218
H -3.781 -1.962 -2.270
H -4.939 -1.119 -1.198
C -1.681 -3.029 -0.405
H -2.030 -4.076 -0.423
H -0.869 -2.928 0.330
H -1.304 -2.751 -1.400
Pt -0.386 1.377 -2.931
C 1.808 0.587 0.370
O 0.729 0.799 0.744
C -2.438 -0.310 0.322
O -1.864 0.625 0.712
C -1.477 0.326 -4.315
C -0.998 -0.539 -3.290
C 0.371 -0.500 -2.891
C 1.280 0.377 -3.564
C 0.797 1.237 -4.603
C -0.571 1.187 -4.988
H -2.549 0.397 -4.519
H -1.704 -1.170 -2.747
H 0.719 -1.085 -2.051
H 2.301 0.482 -3.207
H 1.433 2.025 -4.991
H -0.954 1.928 -5.694
C -0.854 0.670 3.828
O -0.299 -0.310 2.940
P -0.417 -1.924 3.242
O 0.275 -2.094 4.704
C 1.515 -1.485 5.119
O 0.811 -2.347 2.182
C 1.490 -3.609 2.353
H -0.760 1.633 3.314
H -0.280 0.716 4.765
H -1.916 0.482 4.046
H 2.022 -0.910 4.327
H 1.295 -0.821 5.963
H 2.170 -2.296 5.456
H 2.235 -3.544 3.159
H 0.796 -4.436 2.564
H 2.008 -3.819 1.408
*
```



Formula: C14H23N4O2
Source: the OMol25 dataset
Level of theory: the ωB97M-V functional and the def2-TZVPD basis

Summary:
HOMO in hartree: -0.4603
Electronic energy in Eh: -916.448711
Gap between HOMO and LUMO in hartree: 0.3495
Energy relative to the best compared isomer or geometry (same formula, charge and spin) in eV: 0.727
LUMO level in eV: -3.014

The geometry in ORCA input format:
```
! RIJCOSX wB97M-V def2-TZVPD def2/J DEFGRID3
* xyz 1 1
C 6.224 1.394 -0.008
C 5.253 1.101 -1.212
O 4.060 0.543 -0.655
C 2.896 0.940 -1.327
C 2.729 0.062 -2.586
N 2.644 -0.416 -3.593
C 1.669 0.663 -0.396
C 2.070 0.276 1.004
N 2.251 0.006 2.084
C 0.649 1.839 -0.293
O 1.134 2.967 0.395
C 1.678 3.973 -0.464
H 5.586 1.489 0.888
H 6.872 0.505 0.105
H 6.859 2.277 -0.180
H 5.783 0.388 -1.874
H 5.094 2.027 -1.798
H 2.983 1.988 -1.659
H 1.112 -0.190 -0.835
H 0.197 2.084 -1.280
H -0.200 1.454 0.317
H 1.415 4.997 -0.156
H 1.424 3.821 -1.535
H 2.789 3.883 -0.415
C -1.352 -1.905 1.941
C -1.862 -2.315 0.569
N -3.285 -1.984 0.397
C -3.806 -1.055 -0.474
C -5.156 -1.100 -0.338
N -5.427 -2.052 0.617
C -4.282 -2.572 1.052
C -6.754 -2.449 1.093
H -1.922 -2.395 2.733
H -0.304 -2.180 2.055
H -1.443 -0.828 2.086
H -1.754 -3.391 0.427
H -1.291 -1.818 -0.214
H -3.148 -0.474 -1.095
H -5.963 -0.570 -0.810
H -4.180 -3.339 1.803
H -6.825 -2.248 2.160
H -6.895 -3.512 0.907
H -7.519 -1.885 0.566
*
```



Formula: CN3O5S
Source: the OMol25 dataset
Level of theory: the ωB97M-V functional and the def2-TZVPD basis

Summary:
HOMO in hartree: -0.2042
Electronic energy in Eh: -976.640686
Gap between HOMO and LUMO in hartree: 0.3336
Energy relative to the best compared isomer or geometry (same formula, charge and spin) in eV: 3.907
LUMO level in eV: 3.519

The geometry in ORCA input format:
```
! RIJCOSX wB97M-V def2-TZVPD def2/J DEFGRID3
* xyz -1 1
C -2.744 -0.175 0.243
N -1.714 -0.636 0.338
N 0.732 0.800 0.614
N 1.915 0.794 0.031
O 2.839 1.368 0.537
O 2.238 0.193 -0.989
O 0.518 -1.743 0.513
O -0.036 -0.092 -1.386
O -3.858 -0.037 0.123
S 0.111 -0.472 -0.025
*
```



The highest electronic energy belongs to which entry?
C6H14N2O2